An isolated molecule of C3H8FNO at a distorted geometry. Source: OMol25; level of theory: ωB97M-V/def2-TZVPD.

Summary:
* Kohn-Sham gap: 10.85 eV
* E_tot: -348.82084 hartree
* energy above the lowest of the compared OMol25 structures with the same formula, charge and spin: 4.3246 eV
* F_max: 0.1067 hartree/bohr

Atoms and positions in Å:
C: 0.5765 1.2873 -0.0313
C: -0.2305 0.0162 -0.2432
C: 0.2977 -1.1781 0.4188
O: 1.5509 -1.5812 -0.0680
N: -1.8496 0.1428 0.3921
F: -2.5914 -0.5818 -0.5337
H: 0.9844 1.3848 0.9854
H: -0.0102 2.1667 -0.3527
H: 1.4895 1.1572 -0.7447
H: -0.2782 -0.1581 -1.3299
H: 0.4926 -0.8193 1.4124
H: -0.4686 -2.1625 0.2770
H: 1.9452 -0.8173 -0.5201
H: -1.9084 1.1433 0.3380

These are the Mulliken partial charges, in e, on atoms 1 to 4:
1. C -1.1036
2. C 0.0642
3. C -0.3469
4. O -0.4774

***

A cluster of 2 separate species, C3H8FNO in total at a distorted geometry. Source: OMol25; level of theory: ωB97M-V/def2-TZVPD.

Summary:
* Kohn-Sham gap: 9.65 eV
* E_tot: -348.78194 hartree
* energy above the lowest of the compared OMol25 structures with the same formula, charge and spin: 5.3831 eV
* F_max: 0.0749 hartree/bohr

Atoms and positions in Å:
C: 1.9076 1.2575 -0.3018
C: -1.9680 -0.6563 -0.1055
C: 0.6063 -0.5889 0.7283
N: 1.7354 -0.0786 0.1753
O: -0.7442 -0.3450 -0.6708
F: 2.3273 -1.1017 -0.6141
H: 1.1986 1.9728 0.2780
H: 3.0071 1.4487 -0.0708
H: 1.8396 1.4927 -1.4036
H: -2.6567 -0.4505 -0.9141
H: -2.2164 -0.1541 0.8788
H: -1.9946 -1.7619 0.1447
H: 0.6656 -1.7470 0.7746
H: 0.0832 -0.0554 1.5670

These are the Mulliken partial charges, in e, on atoms 1 to 4:
1. C -0.6835
2. C -0.5494
3. C -0.3168
4. N 0.1230

***

The ion C3H8FNP with charge +1 at a distorted geometry. Source: OMol25; level of theory: ωB97M-V/def2-TZVPD.

Summary:
* Kohn-Sham gap: 8.90 eV
* E_tot: -614.70941 hartree
* energy above the lowest of the compared OMol25 structures with the same formula, charge and spin: 0.7547 eV
* F_max: 0.0746 hartree/bohr
* net charge: +1

Atoms and positions in Å:
N: 0.0991 1.8637 0.4807
C: 0.4656 0.4217 0.5379
C: 1.1767 0.0623 -0.7732
C: -0.2480 -0.4065 -0.4581
P: -0.9692 -1.9907 -0.1788
F: -2.4551 -1.5747 0.1928
H: -0.5166 2.1196 -0.4624
H: 0.9624 2.5207 0.6662
H: -0.4729 2.2296 1.2122
H: 0.7907 0.0391 1.5822
H: 1.0707 0.8532 -1.5383
H: 2.1799 -0.5281 -0.7186
H: -1.1003 -2.6279 -1.3326
H: -0.9830 -2.9822 0.7901

These are the Mulliken partial charges, in e, on atoms 1 to 4:
1. N -0.4210
2. C -0.1262
3. C -0.4445
4. C -0.4537

***

An isolated molecule of C3H8FOP at a distorted geometry. Source: OMol25; level of theory: ωB97M-V/def2-TZVPD.

Summary:
* Kohn-Sham gap (alpha / beta): 6.17 / 8.86 eV
* multiplicity: 3
* E_tot: -635.34908 hartree
* energy above the lowest of the compared OMol25 structures with the same formula, charge and spin: 2.0683 eV
* <S²>: 2.0079
* F_max: 0.0962 hartree/bohr

Atoms and positions in Å:
C: 0.3785 1.1662 -1.0891
C: 0.8045 -1.5567 -0.0694
C: -1.3614 0.0656 1.0126
O: 1.5819 1.0307 1.6881
F: -2.1462 -0.1271 -0.1245
P: 0.4102 0.2104 0.3903
H: -0.5528 1.1029 -1.6670
H: 0.4714 2.1857 -0.9055
H: 1.1872 0.9570 -1.7863
H: 1.2849 -1.9339 0.7841
H: -0.2788 -1.7427 -0.4794
H: 1.3374 -1.5896 -0.9750
H: -1.4896 -0.7427 1.5999
H: -1.6273 0.9743 1.6211

These are the Mulliken partial charges, in e, on atoms 1 to 4:
1. C -1.0827
2. C -1.1116
3. C -0.4802
4. O -0.3613

***

An isolated molecule of C3H8FOP at a distorted geometry. Source: OMol25; level of theory: ωB97M-V/def2-TZVPD.

Summary:
* Kohn-Sham gap (alpha / beta): 4.43 / 8.85 eV
* multiplicity: 3
* E_tot: -635.35667 hartree
* energy above the lowest of the compared OMol25 structures with the same formula, charge and spin: 1.8618 eV
* <S²>: 2.0033
* F_max: 0.1435 hartree/bohr

Atoms and positions in Å:
C: 0.1660 1.3990 1.8573
C: -2.1470 -0.4893 0.4052
C: 1.6411 0.0052 -0.7303
O: -0.6851 -0.6917 0.1057
F: -0.5739 1.5273 -0.6390
P: 0.1767 0.6580 0.3736
H: 0.5057 0.8005 2.6781
H: 0.7539 2.3620 1.7938
H: -2.5689 -1.5654 0.6280
H: -2.6794 0.0039 -0.3709
H: -2.2676 0.1303 1.2596
H: 2.5996 -0.1947 -0.3353
H: 1.3334 -0.8302 -1.1743
H: 1.8158 0.6293 -1.5451

These are the Mulliken partial charges, in e, on atoms 1 to 4:
1. C -0.5908
2. C -0.7709
3. C -1.1543
4. O -0.3111

***

A cluster of 2 separate species, C3H8FP in total at a distorted geometry. Source: OMol25; level of theory: ωB97M-V/def2-TZVPD.

Summary:
* Kohn-Sham gap (alpha / beta): 6.69 / 9.33 eV
* E_tot: -560.17908 hartree
* energy above the lowest of the compared OMol25 structures with the same formula, charge and spin: 4.1903 eV
* F_max: 0.0494 hartree/bohr

Atoms and positions in Å:
C: 1.0266 0.6191 1.2221
C: -1.2672 -0.6626 0.6494
C: 0.1872 -0.4494 0.5757
F: 0.8035 -1.6365 0.5243
P: 0.1063 0.1524 -2.6981
H: 0.8722 0.7228 2.2949
H: 2.0983 0.2567 1.1534
H: 1.0595 1.6979 0.8391
H: -1.5525 -1.4236 -0.0745
H: -1.7339 0.1460 0.2026
H: -1.5546 -1.0202 1.6534
H: 1.3004 -0.6503 -2.3243
H: 0.9572 1.2374 -2.6983

These are the Mulliken partial charges, in e, on atoms 1 to 4:
1. C -1.0062
2. C -1.1013
3. C 0.5084
4. F -0.2762

***

A cluster of 2 separate species, C3H8I2Si in total at a distorted geometry. Source: OMol25; level of theory: ωB97M-V/def2-TZVPD.

Summary:
* Kohn-Sham gap (alpha / beta): 7.35 / 5.93 eV
* multiplicity: 3
* E_tot: -1003.91525 hartree
* energy above the lowest of the compared OMol25 structures with the same formula, charge and spin: 0.1213 eV
* <S²>: 2.0042
* F_max: 0.0866 hartree/bohr

Atoms and positions in Å:
C: -1.0126 1.1803 -1.5878
C: 0.2764 -1.5331 2.0185
C: -0.0118 0.6363 -0.5960
Si: -0.7480 -0.6308 0.7078
I: 4.6609 -1.1024 -0.1641
I: -2.4659 -2.1131 -0.2422
H: -0.5671 2.0966 -1.8723
H: -1.1590 0.5017 -2.5703
H: -1.9109 1.4178 -1.0098
H: 0.8901 -0.8944 2.5700
H: -0.3893 -2.1303 2.7234
H: 1.0796 -2.1729 1.5873
H: 0.5965 1.4069 0.0814
H: 0.8597 -0.0202 -0.9991

These are the Mulliken partial charges, in e, on atoms 1 to 4:
1. C -0.9676
2. C -0.9770
3. C -0.3696
4. Si 0.1450

***

A structure of composition C3H8IN at a distorted geometry. Source: OMol25; level of theory: ωB97M-V/def2-TZVPD.

Summary:
* Kohn-Sham gap: 8.88 eV
* E_tot: -471.43490 hartree
* energy above the lowest of the compared OMol25 structures with the same formula, charge and spin: 2.1558 eV
* F_max: 0.1042 hartree/bohr

Atoms and positions in Å:
C: -0.0489 -0.0575 1.4154
C: 1.1137 -0.2225 -0.8288
C: -0.2040 -0.1712 -0.1079
N: -1.0204 0.9660 -0.5195
I: -1.6258 0.7520 -2.4578
H: -0.6782 -0.7227 1.9737
H: 0.9853 -0.2006 1.6733
H: -0.2036 0.9306 1.7544
H: 0.9245 -0.7056 -1.9842
H: 1.8571 -0.9094 -0.3218
H: 1.6031 0.7533 -0.7164
H: -0.5710 -1.1409 -0.2055
H: -2.1320 0.7285 0.3252

These are the Mulliken partial charges, in e, on atoms 1 to 4:
1. C -1.5686
2. C -1.3709
3. C 0.8018
4. N -0.7718

***

The ion C3H8IN2O with charge +1 at a distorted geometry. Source: OMol25; level of theory: ωB97M-V/def2-TZVPD.

Summary:
* Kohn-Sham gap: 10.01 eV
* E_tot: -601.23078 hartree
* energy above the lowest of the compared OMol25 structures with the same formula, charge and spin: 1.8628 eV
* F_max: 0.0748 hartree/bohr
* net charge: +1

Atoms and positions in Å:
C: 0.1910 1.1547 -1.3972
N: -0.4424 1.0213 -0.0381
C: -0.3041 -0.3947 0.5693
N: -0.9300 -1.2160 -0.4036
O: -0.3765 -0.3463 1.9345
C: 0.9217 -0.5512 1.4628
I: 1.7227 -2.5100 1.6888
H: 0.9393 0.3527 -1.4575
H: -0.5548 0.9715 -2.1142
H: 0.4594 2.1955 -1.5158
H: -1.5122 1.0935 -0.0231
H: -0.1252 1.7319 0.7036
H: -1.5418 -1.9422 -0.0255
H: -0.1683 -1.6451 -1.0121
H: 1.7211 0.0842 1.6280

These are the Mulliken partial charges, in e, on atoms 1 to 4:
1. C -0.7732
2. N -0.1837
3. C 0.1292
4. N -0.4907

***

An isolated molecule of C3H8INOS at a distorted geometry. Source: OMol25; level of theory: ωB97M-V/def2-TZVPD.

Summary:
* Kohn-Sham gap: 7.73 eV
* E_tot: -944.79593 hartree
* energy above the lowest of the compared OMol25 structures with the same formula, charge and spin: 4.1814 eV
* F_max: 0.0682 hartree/bohr

Atoms and positions in Å:
C: -1.1008 -0.0652 2.1077
C: 1.9666 -0.5329 -0.6914
C: -0.7305 -0.5107 0.5657
N: -0.1801 0.9052 -1.7511
O: 1.4036 0.8016 -0.0065
S: -0.1522 1.0041 -0.1264
I: -2.8634 -0.9854 -0.3221
H: -0.5881 0.8317 2.2683
H: -2.1323 0.2340 2.0207
H: -0.9464 -0.6618 2.9682
H: 2.7883 -1.0080 -0.0908
H: 1.0536 -1.0155 -0.6472
H: 2.3654 -0.2438 -1.7240
H: -0.7636 1.3269 -2.4446
H: -0.1201 -0.0802 -2.1267

These are the Mulliken partial charges, in e, on atoms 1 to 4:
1. C -0.9826
2. C -0.6183
3. C -0.4369
4. N -0.3683

***

A cluster of 3 separate species, C3H8N in total at a distorted geometry. Source: OMol25; level of theory: ωB97M-V/def2-TZVPD.

Summary:
* Kohn-Sham gap: 5.10 eV
* E_tot: -173.36848 hartree
* energy above the lowest of the compared OMol25 structures with the same formula, charge and spin: 5.8303 eV
* F_max: 0.0947 hartree/bohr
* net charge: +1

Atoms and positions in Å:
C: 0.7133 2.4636 -1.5368
C: 1.1389 1.0828 -1.8886
C: 1.6360 0.0467 -0.9106
N: 1.7476 0.1261 0.4376
H: 0.0671 2.8847 -2.2617
H: 0.0425 2.4029 -0.6751
H: 1.4652 3.0260 -1.1645
H: 1.3603 0.7379 -2.9096
H: 1.7613 -0.9680 -1.3384
H: 2.6658 -0.3481 0.7532
H: -20.5602 -15.0678 15.6662
H: -19.9645 -15.1091 14.8831

These are the Mulliken partial charges, in e, on atoms 1 to 4:
1. C -0.9816
2. C 0.2344
3. C -0.0961
4. N -0.3194

***

A structure of composition C3H8N2 at a distorted geometry. Source: OMol25; level of theory: ωB97M-V/def2-TZVPD.

Summary:
* Kohn-Sham gap: 9.44 eV
* E_tot: -228.47414 hartree
* energy above the lowest of the compared OMol25 structures with the same formula, charge and spin: 4.7488 eV
* F_max: 0.1207 hartree/bohr

Atoms and positions in Å:
C: 1.9733 -0.0409 -0.1214
C: 0.5061 0.0664 -0.4163
N: -0.2807 -0.3372 0.8010
C: -1.6157 -0.2854 0.5563
N: -2.1917 -0.0699 -0.5833
H: 2.3650 -1.0541 -0.0191
H: 2.6127 0.4419 -0.8642
H: 2.2311 0.4316 0.8306
H: 0.1109 -0.5809 -1.2021
H: 0.1683 1.0587 -0.7195
H: -2.9021 0.6511 -0.4844
H: -0.7813 0.6587 1.0005
H: -2.1959 -0.9399 1.2219

These are the Mulliken partial charges, in e, on atoms 1 to 4:
1. C -1.1282
2. C -0.3022
3. N -0.4357
4. C -0.1047

***

A cluster of 2 separate species, C3H8N2 in total at a distorted geometry. Source: OMol25; level of theory: ωB97M-V/def2-TZVPD.

Summary:
* Kohn-Sham gap: 9.49 eV
* E_tot: -228.50591 hartree
* energy above the lowest of the compared OMol25 structures with the same formula, charge and spin: 3.8842 eV
* F_max: 0.1484 hartree/bohr

Atoms and positions in Å:
C: -1.4664 1.9272 1.0295
C: -1.6764 0.6517 0.6492
N: -2.9964 -0.0141 0.5877
H: -2.3229 2.4749 1.5397
H: -0.6751 2.4697 0.4877
H: -0.8753 -0.0804 0.3422
H: -3.5524 0.1869 1.5186
H: -2.9700 -0.9341 0.4853
C: 3.1268 -1.0375 -1.0878
N: 3.9340 -1.4391 -2.0911
H: 3.3089 -0.0461 -0.6901
H: 2.4572 -1.6814 -0.6089
H: 3.7079 -2.4778 -2.1621

These are the Mulliken partial charges, in e, on atoms 1 to 4:
1. C -0.5994
2. C 0.0558
3. N -0.5339
4. H 0.1971

***

An isolated molecule of C3H8N2 at a distorted geometry. Source: OMol25; level of theory: ωB97M-V/def2-TZVPD.

Summary:
* Kohn-Sham gap: 10.71 eV
* E_tot: -228.48955 hartree
* energy above the lowest of the compared OMol25 structures with the same formula, charge and spin: 4.3293 eV
* F_max: 0.0764 hartree/bohr

Atoms and positions in Å:
C: 1.0186 -1.2127 -0.8541
C: 0.8266 0.2369 -0.3344
N: -0.0873 0.3183 0.7494
C: -1.1292 1.2116 0.8889
N: -1.6625 0.0617 0.3480
H: 0.7670 -1.9624 0.0073
H: 0.5035 -1.5843 -1.7376
H: 2.0968 -1.5332 -1.1321
H: 1.6799 0.6713 -0.0052
H: 0.4833 0.9359 -1.0498
H: -1.1405 1.9726 0.2056
H: -1.3916 1.4382 1.8303
H: -1.9647 -0.5540 1.0838

These are the Mulliken partial charges, in e, on atoms 1 to 4:
1. C -1.0577
2. C -0.3140
3. N -0.3924
4. C -0.1163

***

An isolated molecule of C3H8N2O at a distorted geometry. Source: OMol25; level of theory: ωB97M-V/def2-TZVPD.

Summary:
* Kohn-Sham gap: 10.12 eV
* E_tot: -303.83107 hartree
* energy above the lowest of the compared OMol25 structures with the same formula, charge and spin: 1.6615 eV
* F_max: 0.1061 hartree/bohr

Atoms and positions in Å:
C: -0.8726 1.4109 0.6133
C: -0.0275 0.5113 -0.2495
N: -0.8163 -0.7404 -0.9334
C: 0.6150 -0.6712 0.4486
N: 1.8310 -1.0482 -0.1019
O: 0.3554 -0.9083 1.6391
H: -1.4503 0.8251 1.3252
H: -0.2235 2.0815 1.1809
H: -1.5520 2.0011 -0.0076
H: 0.6383 1.0281 -0.9446
H: -1.1389 -0.5359 -1.8744
H: -1.5639 -1.0934 -0.3474
H: 1.9386 -1.0237 -1.1038
H: 2.2667 -1.8368 0.3554

These are the Mulliken partial charges, in e, on atoms 1 to 4:
1. C -1.2079
2. C 0.0880
3. N -0.6046
4. C 0.6733

***

An isolated molecule of C3H8N2O at a distorted geometry. Source: OMol25; level of theory: ωB97M-V/def2-TZVPD.

Summary:
* Kohn-Sham gap: 9.60 eV
* E_tot: -303.62159 hartree
* energy above the lowest of the compared OMol25 structures with the same formula, charge and spin: 7.3617 eV
* F_max: 0.1579 hartree/bohr

Atoms and positions in Å:
C: 0.8533 0.6171 2.9478
O: 0.9913 0.1985 1.2818
N: -0.0107 0.6797 0.4024
C: 0.0454 -0.5000 -0.3885
C: -0.8422 -0.4180 -1.5861
N: -0.0973 -0.1725 -2.8953
H: 0.0225 0.2348 3.5124
H: 0.7108 1.7431 2.9094
H: 1.7269 0.1071 3.3717
H: 0.5671 -1.5594 0.1251
H: -1.2999 -1.4352 -1.8233
H: -1.6918 0.1536 -1.4329
H: -0.2849 1.0323 -2.8335
H: -0.6905 -0.6810 -3.5909

These are the Mulliken partial charges, in e, on atoms 1 to 4:
1. C -0.4690
2. O -0.2015
3. N -0.4111
4. C 0.0211

***

An isolated molecule of C3H8N2O at a distorted geometry. Source: OMol25; level of theory: ωB97M-V/def2-TZVPD.

Summary:
* Kohn-Sham gap (alpha / beta): 7.86 / 7.84 eV
* E_tot: -303.68982 hartree
* energy above the lowest of the compared OMol25 structures with the same formula, charge and spin: 5.5052 eV
* F_max: 0.0321 hartree/bohr

Atoms and positions in Å:
C: 0.4821 0.0261 0.3055
C: 0.8370 -0.7986 -0.9118
N: 0.6555 1.3901 0.3369
C: -1.2428 0.3397 0.4242
O: 0.9707 -0.6041 1.4599
N: -2.0904 -0.0036 -0.5074
H: 1.2740 0.0967 2.0516
H: 0.5977 1.7802 -0.6045
H: -1.0809 1.5210 0.5249
H: -1.8354 -0.8948 -0.9383
H: -1.3493 0.1685 1.4976
H: 0.3247 -0.4206 -1.7966
H: 0.5439 -1.8386 -0.7640
H: 1.9133 -0.7618 -1.0782

These are the Mulliken partial charges, in e, on atoms 1 to 4:
1. C 1.3300
2. C -1.5604
3. N -0.8425
4. C -0.5343